Formula: C9H16NO
Source: the OMol25 dataset
Level of theory: the ωB97M-V functional and the def2-TZVPD basis

Each line ends with the natural charge from an NBO analysis.
Geometry (Å):
1 C 0.7359 -0.0175 3.1415  -0.629
2 C 2.4618 0.4723 -0.2144  -0.292
3 C 2.1118 0.6244 1.1183  -0.176
4 C 1.8988 -0.6104 -0.9064  0.314
5 C 1.0582 -0.1055 1.6841  -0.074
6 C 0.8314 -1.3299 -0.4033  -0.341
7 C 0.4033 -1.0644 0.9005  -0.172
8 O 2.3686 -0.9580 -2.1343  -0.688
9 H 3.2268 1.0451 -0.7378  0.212
10 H 2.6372 1.4254 1.6371  0.213
11 H 3.0211 -0.3718 -2.5570  0.489
12 H 0.6428 -2.3666 -0.6261  0.245
13 H -0.1837 0.5544 3.2018  0.216
14 H 1.4846 0.5406 3.6827  0.217
15 H -0.4722 -1.4863 1.3772  0.209
16 H 0.6633 -0.9815 3.6840  0.222
17 C -1.5918 0.2705 -0.7243  -0.295
18 C -2.5837 1.4258 -0.6069  -0.650
19 N -1.9237 -0.4975 -1.9723  -1.101
20 H -0.5859 0.6602 -0.7498  0.232
21 H -1.6104 -0.4777 0.0620  0.223
22 H -3.2233 1.2337 0.2460  0.217
23 H -3.2197 1.6986 -1.4808  0.227
24 H -2.5082 -0.0016 -2.6596  0.350
25 H -1.1512 -0.5957 -2.6778  0.338
26 H -2.3510 -1.4748 -1.9027  0.273
27 H -2.1405 2.3881 -0.3816  0.220

The multiplicity is 2. Its LUMO energy (alpha / beta) is 0.0267 / 0.0223 Eh. Its highest occupied orbital energy (alpha / beta) is -0.128 / -0.315 Eh. Its expectation value of S² is 0.7506. As for the energy relative to the best compared isomer or geometry (same formula, charge and spin): 86.3 kJ/mol.

---

Formula: C22H45N3O5S5
Source: the OMol25 dataset
Level of theory: the ωB97M-V functional and the def2-TZVPD basis

Each line ends with the Löwdin charge.
Geometry (Å):
1 C -2.1257 -0.4613 -0.3079  -0.163
2 S -0.4870 -1.1133 -1.0464  0.996
3 O 0.6454 -0.6870 -0.1315  -0.581
4 C -0.7743 -2.8883 -0.8626  -0.215
5 H -3.0570 -0.8370 -0.7319  0.086
6 H -2.0061 0.6208 -0.2556  -0.013
7 H -2.1465 -0.5855 0.7749  0.017
8 H -1.2425 -2.9561 0.1194  0.031
9 H 0.2301 -3.2950 -0.9805  0.037
10 H -1.3920 -3.2277 -1.6941  0.089
11 C 3.5566 -0.5875 3.1840  -0.260
12 S 4.0929 0.4097 1.7091  0.886
13 O 5.1445 -0.3308 0.8473  -0.598
14 C 2.5306 0.4036 0.6169  -0.208
15 H 3.3188 -1.6136 2.9034  -0.011
16 H 2.6884 -0.1169 3.6454  0.044
17 H 4.3525 -0.4701 3.9194  0.055
18 H 2.1575 -0.5953 0.3909  0.049
19 H 2.5856 0.9161 -0.3435  0.020
20 H 1.6247 0.6939 1.1490  -0.004
21 C 0.2346 3.9009 -0.6420  -0.190
22 S -1.2197 3.2832 0.3994  0.868
23 O -1.9166 4.4594 1.0476  -0.505
24 C -2.3596 2.8283 -1.0819  -0.173
25 H -0.0227 4.6206 -1.4192  0.060
26 H 0.6987 3.1422 -1.2721  -0.003
27 H 1.0414 4.2792 -0.0143  0.060
28 H -2.2422 3.6941 -1.7337  0.058
29 H -3.3315 2.5535 -0.6721  0.028
30 H -1.8296 1.9988 -1.5500  0.027
31 C -5.6340 1.1341 1.2771  -0.264
32 S -4.2588 0.5006 2.2304  0.904
33 O -4.0095 -0.8419 1.6027  -0.589
34 C -3.0899 1.6319 1.3182  -0.356
35 H -6.4104 0.5477 1.7685  0.046
36 H -5.5430 1.0073 0.1984  0.067
37 H -5.7083 2.2112 1.4266  0.062
38 H -2.0109 1.5258 1.4305  -0.013
39 H -3.3844 2.6666 1.4936  0.056
40 H -3.3079 1.5931 0.2510  -0.023
41 C 1.2079 -2.4518 -2.7632  -0.306
42 S 2.5905 -2.5522 -3.9756  0.860
43 O 2.7592 -4.0413 -4.0904  -0.566
44 C 1.7151 -1.8053 -5.4596  -0.216
45 H 1.6003 -2.7153 -1.7810  0.054
46 H 0.5959 -3.2995 -3.0713  0.065
47 H 0.7211 -1.4800 -2.6825  -0.035
48 H 0.9603 -2.5572 -5.6898  0.051
49 H 2.3848 -1.4844 -6.2574  0.050
50 H 1.3059 -0.9083 -4.9948  0.015
51 N -0.4914 0.1040 2.8464  0.047
52 C 0.0299 0.7994 1.7363  -0.224
53 C 0.2784 2.0465 2.1370  -0.202
54 C 0.0039 2.1436 3.5261  -0.056
55 C -0.6368 0.9986 3.8813  -0.117
56 H -0.8446 -0.8422 2.8549  0.090
57 H 0.2564 0.2257 0.8497  0.010
58 H 0.6643 2.7803 1.4449  0.063
59 H 0.0729 3.0146 4.1608  0.105
60 H -1.1192 0.6188 4.7698  0.115
61 N 0.0525 0.6463 -3.0982  -0.041
62 C 1.0434 0.5283 -2.1259  -0.167
63 C 1.7934 1.7545 -2.1844  -0.124
64 C 1.3975 2.3790 -3.3228  -0.110
65 C 0.2995 1.6647 -3.8632  -0.151
66 H -0.8063 0.1149 -3.0968  0.128
67 H 1.0479 -0.1700 -1.3021  -0.065
68 H 2.6561 1.9713 -1.5719  0.105
69 H 1.9333 3.2212 -3.7351  0.106
70 H -0.2430 1.7421 -4.7939  0.116
71 N 0.1848 -2.6760 2.6196  0.057
72 C 1.5087 -2.4845 3.0405  -0.146
73 C 2.2926 -3.4431 2.5263  -0.093
74 C 1.4790 -4.1291 1.6130  -0.088
75 C 0.2173 -3.6206 1.6504  -0.165
76 H -0.5902 -2.0782 2.8689  0.105
77 H 1.9384 -1.7210 3.6720  0.071
78 H 3.3432 -3.5801 2.7356  0.118
79 H 1.6200 -5.0004 0.9906  0.105
80 H -0.6154 -3.7287 0.9713  0.063

Its LUMO energy is -0.0094 Eh. Its highest occupied orbital energy is -0.294 Eh. As for the energy relative to the best compared isomer or geometry (same formula, charge and spin): 1207.1 kJ/mol.

---

Formula: C4H7ClN2
Source: the OMol25 dataset
Level of theory: the ωB97M-V functional and the def2-TZVPD basis

Each line ends with the natural charge from an NBO analysis.
Geometry (Å):
1 C -1.6638 -0.4227 -0.0042  -0.258
2 C -0.2168 -0.4183 -0.0191  -0.102
3 C -2.7129 0.4238 -0.0437  -0.220
4 C 2.1397 -0.3629 0.0198  -0.425
5 N 1.0011 1.6618 0.0181  -0.549
6 N 0.8633 0.3749 0.0046  -0.027
7 Cl -4.3187 -0.1620 0.0177  0.004
8 H -1.9807 -1.4658 0.0476  0.214
9 H 0.1020 -1.4510 -0.0277  0.183
10 H -2.6203 1.4955 -0.1170  0.220
11 H 2.6748 -0.1001 0.9341  0.216
12 H 2.0161 -1.4424 -0.0153  0.214
13 H 2.7307 -0.0477 -0.8418  0.215
14 H 1.9855 1.9167 0.0269  0.315

Its LUMO energy (alpha / beta) is 0.0080 / 0.0080 Eh. Its highest occupied orbital energy (alpha / beta) is -0.276 / -0.276 Eh. As for the energy relative to the best compared isomer or geometry (same formula, charge and spin): 384.6 kJ/mol.